[1]
DFT (ωB97M-V with the def2-TZVPD basis set) results for C19H36AgI2NO2 as an isolated structure at a distorted geometry.

Structure (XYZ):
```
61
Properties=species:S:1:pos:R:3:forces:R:3:mulliken_charge:R:1
C 6.3948 2.0201 0.4499 0.0 -0.2 -1.1 -1.180
C 5.3180 0.8045 0.2151 0.9 -0.1 0.6 0.250
C 5.7343 0.0502 -1.1853 0.4 0.3 0.5 -1.056
C 3.7324 1.2869 0.2651 1.1 -0.7 -0.8 -0.189
C 2.8211 -0.0693 0.5128 1.1 -0.7 -0.1 -0.312
C 2.8090 -0.3947 2.1288 0.6 -1.8 -0.2 -0.463
C 1.2796 0.0671 -0.1223 2.5 -0.4 -0.1 -0.399
O 0.3596 -0.2526 0.9666 -1.4 -0.2 -2.7 -0.193
C -1.0362 -0.4954 0.4650 -1.4 0.5 0.8 1.293
C -1.1585 -2.1405 0.4173 2.9 0.3 0.1 -0.883
I -3.1569 -2.9322 0.8585 0.4 0.6 -0.1 0.632
C -0.5519 -2.8501 -0.9215 -1.0 -0.8 -0.9 -0.316
C -1.5373 -3.9490 -1.6458 0.7 -0.6 -1.1 -1.343
I 1.2554 -4.0093 -0.3074 -0.8 0.8 -0.3 0.152
C -1.9931 0.1494 1.6544 1.0 0.0 0.4 -1.722
C -3.3885 0.8075 1.1771 -1.1 1.9 2.9 0.803
C -4.5355 0.4290 2.3271 0.9 -0.3 0.5 -0.858
C -3.2192 2.4689 1.2730 0.5 -1.0 -0.5 -1.192
N -3.9417 0.4959 -0.1489 0.0 -2.8 0.1 0.880
O -5.0612 -0.2106 -0.1993 2.0 1.1 -0.1 -0.513
C -3.0064 0.3583 -1.2897 1.4 0.8 -3.2 0.526
C -3.3824 -0.8437 -2.3820 -1.4 1.0 -0.3 -0.792
C -3.1552 1.7670 -2.1853 -1.3 -0.1 0.4 -1.311
C -1.3990 0.2839 -0.9127 -0.2 1.1 0.3 -1.189
H 6.2812 2.5298 1.4972 0.2 -0.9 -2.1 0.338
H 7.5029 1.5979 0.3151 -2.5 0.8 0.5 0.339
H 6.2553 2.7785 -0.4607 0.3 -1.3 2.2 0.308
H 5.4519 0.0592 1.1353 -0.4 1.4 -2.1 0.131
H 6.0081 0.8781 -1.9972 -0.9 -1.9 1.6 0.293
H 6.7215 -0.5609 -0.9770 -2.1 1.2 -0.4 0.336
H 4.9161 -0.7056 -1.5498 1.6 1.6 0.5 0.281
H 3.4194 1.9022 -0.6847 0.7 -1.3 1.6 0.412
H 3.6624 2.0244 1.1993 0.7 -0.9 -1.3 0.170
H 3.3745 -0.9622 -0.0097 -1.2 1.8 1.0 0.326
H 2.4051 -1.5132 2.2297 0.6 2.7 0.2 0.194
H 2.1554 0.3669 2.7588 1.0 -1.9 -0.4 0.269
H 3.8870 -0.3964 2.6202 -2.2 0.2 -1.3 0.380
H 1.2605 -0.6558 -1.0408 -0.4 1.6 1.7 0.131
H 1.1942 1.2146 -0.4357 -0.4 -2.4 -0.2 0.290
H -0.4749 -2.5178 1.3224 -1.9 0.8 -1.7 0.783
H -0.1685 -2.1329 -1.7582 -0.9 -1.1 1.9 0.474
H -2.5303 -3.4962 -2.0905 2.0 -0.8 1.2 0.293
H -0.9297 -4.3518 -2.5916 -1.3 0.8 2.1 0.419
H -1.7304 -4.9249 -0.9856 0.3 2.2 -1.2 0.462
H -2.1628 -0.6012 2.5675 0.4 1.3 -2.1 0.177
H -1.3440 1.0320 2.1314 -1.4 -1.9 -1.1 0.207
H -4.7869 -0.7377 2.3412 0.4 2.5 -0.3 0.106
H -5.5167 1.0640 2.2076 2.1 -1.4 0.2 0.339
H -4.0125 0.6300 3.3806 -1.3 -0.2 -2.3 0.338
H -2.2355 2.7760 0.6736 -2.2 -0.5 1.3 0.179
H -3.0793 2.7428 2.4019 -0.4 -0.3 -2.2 0.395
H -4.1673 2.9293 0.7635 1.9 -0.6 1.2 0.340
H -2.4903 -1.0805 -3.1194 -1.7 0.5 1.8 0.213
H -3.8670 -1.7873 -1.8924 1.1 1.8 -0.9 0.098
H -4.2322 -0.3634 -3.0697 1.8 -1.3 1.6 0.429
H -2.8829 1.6049 -3.3167 -0.2 0.4 2.4 0.341
H -2.6064 2.6680 -1.6753 -0.9 -1.8 -1.2 0.296
H -4.3156 2.0219 -2.1406 2.4 -0.5 -0.2 0.390
H -1.0670 1.4216 -0.7649 -0.6 -2.5 -0.1 0.199
H -0.8595 -0.0790 -1.8833 -1.0 0.5 2.0 0.482
Ag 1.7833 1.7833 1.4882 -1.6 2.6 1.5 0.214
```
Forces are in eV/Å.

Results
Calculated total energy: -1692.04155 Ha
Charge: +2
Spin multiplicity: 3
⟨S²⟩: 2.01
HOMO-LUMO gap (spin up / spin down): 0.2578 / 0.1683 Ha


[2]
DFT (ωB97M-V with the def2-TZVPD basis set) results for a 7-piece molecular cluster, C19H36BCl2FN2O28PS6 overall at a distorted geometry.

Structure (XYZ):
```
96
Properties=species:S:1:pos:R:3:forces:R:3:mulliken_charge:R:1
C 0.8568 6.4975 6.9175 5.9 -3.0 -7.8 -0.546
C 1.7043 6.2515 5.7953 -5.2 1.8 7.0 -0.173
C 2.7764 6.0480 4.5279 -0.3 0.5 2.1 -0.228
C 2.5703 4.5217 3.8755 -1.9 2.1 0.9 0.131
Cl 1.7568 3.5255 5.2497 1.4 0.3 -2.0 -0.044
C 1.6571 4.6428 2.5203 0.2 1.6 0.2 -0.819
N 2.0173 3.6831 1.4097 -1.1 -1.8 2.5 0.070
F 2.9577 4.2426 0.5754 1.2 1.1 -0.3 -0.216
C 2.6325 2.3962 1.9106 0.0 0.7 -1.5 -0.392
P 1.2997 1.1827 2.6231 -1.7 -1.2 1.3 0.309
O -0.1603 2.0210 3.0676 1.5 -0.7 0.0 -0.528
Cl 0.7243 -0.0107 0.9144 0.5 1.7 1.0 -0.178
C 3.9297 2.5971 2.9093 0.9 -2.5 -2.0 -0.249
O 4.0079 1.4728 3.8549 3.0 2.2 -0.8 -0.353
B 5.4058 1.1625 4.2300 0.8 -2.0 1.4 0.434
O 5.6604 -0.2174 4.7767 -1.5 4.2 0.6 -0.448
O 6.5562 2.0852 4.1660 -3.4 -0.1 1.1 -0.390
N 3.9390 3.9711 3.5415 -0.2 1.0 0.1 -0.039
H 0.1505 6.2270 7.8410 2.0 0.9 -2.6 0.337
H 3.8619 6.1585 5.0121 -2.3 -0.4 -1.0 0.262
H 2.6909 6.9013 3.7318 -0.1 -1.7 1.5 0.426
H 1.8539 5.7376 2.0864 -0.4 -2.5 0.8 0.480
H 0.5188 4.6299 2.8320 2.4 -0.5 -0.8 0.226
H 3.0588 1.8377 0.9453 -1.0 1.2 2.2 0.594
H -0.4999 1.7389 3.9811 1.1 0.2 -1.9 0.364
H 4.8933 2.5520 2.2059 -2.1 0.4 1.7 0.425
H 5.4324 -0.1248 5.7687 0.6 -0.6 -2.2 0.324
H 6.3675 2.8883 4.7531 0.7 -1.5 -1.3 0.293
H 4.3626 4.6438 2.8334 -0.4 -0.8 0.8 0.470
H 4.5295 4.0520 4.4054 -0.5 -0.4 -0.9 0.391
C 10.2635 4.4632 2.8135 0.1 -0.9 0.0 -0.284
C 9.7565 4.1043 1.4193 0.9 0.1 -0.2 -0.339
O 8.4091 4.5691 1.3810 -0.6 0.7 1.1 -0.300
S 8.2812 5.9004 2.3146 1.0 0.5 -0.8 1.087
O 8.3755 7.0623 1.4588 -0.6 -1.6 1.6 -0.540
O 7.2011 5.6990 3.2522 0.5 0.2 -0.9 -0.494
O 9.6955 5.7381 3.1091 -1.1 0.4 -0.8 -0.308
H 9.9029 3.7483 3.5601 0.1 0.0 -0.1 0.237
H 11.3548 4.5130 2.8558 -0.3 0.2 0.0 0.317
H 9.7995 3.0302 1.2241 -0.3 0.2 0.1 0.325
H 10.3196 4.6373 0.6459 0.0 -0.1 0.1 0.304
C -1.5193 -2.9523 0.6369 0.5 0.2 -0.7 -0.069
C -2.5280 -2.1713 -0.2012 0.0 0.3 0.3 0.074
O -3.6586 -3.0316 -0.3217 -0.2 -1.2 1.0 -0.204
S -3.7822 -3.9366 1.0296 -0.7 -0.4 0.1 1.108
O -4.7468 -3.3097 1.9058 1.0 -0.8 -0.8 -0.645
O -3.8561 -5.3265 0.6435 -4.6 3.1 3.7 -0.410
O -2.2916 -3.6402 1.6195 -1.1 0.0 -0.2 -0.396
H -0.9969 -3.6990 0.0302 0.0 0.2 0.1 0.278
H -0.7869 -2.2978 1.1171 -0.3 -0.2 0.1 0.139
H -2.1362 -1.9089 -1.1868 -1.0 -0.8 0.8 0.067
H -2.8497 -1.2614 0.3163 0.1 0.0 0.0 0.284
C -1.2701 -0.1389 -5.1132 0.4 0.5 -0.9 -0.293
C 0.2132 -0.2645 -4.7762 -0.1 -0.7 -0.5 -0.429
O 0.3512 0.3104 -3.4789 -0.9 0.1 0.4 -0.325
S -1.0189 0.0467 -2.6341 0.5 1.2 0.0 1.240
O -0.8164 -1.1151 -1.7972 0.7 1.7 -1.4 -0.549
O -1.4912 1.3124 -2.1228 5.1 -4.1 0.4 -0.633
O -1.9613 -0.3898 -3.8907 0.7 0.0 1.2 -0.228
H -1.5153 0.8765 -5.4409 0.1 -0.2 0.0 0.234
H -1.5810 -0.8530 -5.8805 -0.1 0.0 0.4 0.364
H 0.8496 0.2539 -5.4974 -0.1 0.1 0.3 0.339
H 0.5156 -1.3153 -4.7138 0.0 0.1 -0.1 0.271
C -1.4810 -8.2108 -2.5805 0.4 -0.1 -0.6 -0.409
C -0.3141 -7.2387 -2.4281 0.2 -0.5 0.4 -0.381
O -0.9050 -5.9412 -2.4423 -0.8 -0.1 -0.4 -0.317
S -2.3897 -6.0278 -1.7725 0.2 0.2 0.5 1.253
O -2.2848 -5.6214 -0.3887 3.9 -1.8 -5.3 -0.551
O -3.3406 -5.4491 -2.6930 1.1 -0.5 1.4 -0.615
O -2.5467 -7.6499 -1.8156 0.2 1.1 0.3 -0.308
H -1.8073 -8.2745 -3.6236 0.1 0.0 0.1 0.316
H -1.2351 -9.2115 -2.2152 -0.2 0.2 0.1 0.310
H 0.4183 -7.3377 -3.2328 -0.2 0.2 0.1 0.310
H 0.1859 -7.3715 -1.4629 0.0 -0.1 -0.1 0.288
C -6.9402 -6.6315 -1.2188 0.7 0.4 0.2 -0.065
C -7.3301 -5.2103 -1.6160 -0.2 0.0 0.8 -0.180
O -7.6333 -5.2815 -3.0073 0.0 -1.1 -0.4 -0.312
S -8.2570 -6.7517 -3.3390 -0.2 -0.1 -0.2 1.062
O -9.6985 -6.6380 -3.3510 1.9 -0.4 -0.2 -0.538
O -7.5041 -7.3326 -4.4263 -1.2 0.8 1.2 -0.525
O -7.8163 -7.4861 -1.9518 -0.6 0.6 -0.8 -0.342
H -5.9125 -6.8573 -1.5210 -0.1 0.1 0.1 0.107
H -7.0491 -6.8046 -0.1448 -0.1 -0.1 -0.3 0.313
H -6.5278 -4.4916 -1.4325 -0.1 -0.2 -0.3 0.141
H -8.2345 -4.8880 -1.0893 0.1 0.0 0.0 0.335
C -5.8746 2.9547 -4.4828 -0.4 -0.2 -0.6 -0.416
C -5.8236 1.4419 -4.2864 -0.6 0.2 0.4 -0.339
O -4.4406 1.1028 -4.3576 0.7 0.9 -0.2 -0.267
S -3.5600 2.3425 -3.7674 -0.6 0.0 1.2 1.163
O -3.2383 2.0509 -2.3880 -4.4 2.5 -3.1 -0.470
O -2.5635 2.7030 -4.7488 -0.8 -0.5 1.2 -0.627
O -4.7395 3.4678 -3.7875 0.6 -0.7 0.1 -0.308
H -5.7740 3.2185 -5.5406 -0.1 -0.1 0.1 0.290
H -6.7947 3.3918 -4.0856 0.3 0.0 0.1 0.324
H -6.3923 0.9036 -5.0484 0.3 0.0 0.0 0.313
H -6.1895 1.1609 -3.2933 0.0 0.0 -0.1 0.294
```
Forces are in eV/Å.

Results
Calculated total energy: -6736.65696 Ha
Charge: +1
HOMO-LUMO gap: 0.2702 Ha


[3]
DFT (ωB97M-V with the def2-TZVPD basis set) results for a 10-piece molecular cluster, C19H36BN6O29 overall at a distorted geometry.

Structure (XYZ):
```
91
Properties=species:S:1:pos:R:3:forces:R:3:mulliken_charge:R:1
O -2.7608 -2.4887 2.6694 0.2 -0.2 0.0 -0.680
C -1.7931 -1.9914 2.1823 -0.4 0.6 -0.1 0.356
O -1.3086 -2.2445 0.9627 -0.2 -0.3 -0.2 -0.280
B -0.2444 -1.3204 0.6271 0.8 -0.1 1.0 0.974
O -0.0342 -0.5038 1.8570 -0.6 -0.1 -0.4 -0.942
C -0.9549 -0.8243 2.7585 0.6 0.1 0.3 0.544
O -1.0726 -0.3151 3.8361 -0.2 -0.1 -0.1 -0.640
O -0.5620 -0.4919 -0.5479 0.1 0.1 -0.1 0.590
C 0.4989 -0.4624 -1.3310 -0.2 0.3 -0.2 0.524
O 0.6219 0.1913 -2.3347 -0.3 0.0 0.1 -0.473
C 1.5604 -1.4054 -0.7600 0.2 -0.3 -0.2 0.213
O 1.0599 -1.9826 0.3176 -0.3 0.3 -0.4 -0.404
O 2.6367 -1.5618 -1.2648 0.0 -0.1 0.2 -0.671
C -1.5133 -0.8323 -4.3797 -0.4 -0.3 -0.9 -0.615
N -0.9521 -2.1335 -3.9094 -0.4 0.3 0.4 0.953
O -0.2567 -2.7382 -4.6842 0.2 -0.1 -0.1 -0.586
O -1.2878 -2.5290 -2.8052 0.1 0.0 0.0 -0.448
H -2.1106 -1.1282 -5.2450 0.1 0.2 -0.1 0.415
H -0.7062 -0.1847 -4.7029 0.1 0.0 0.2 0.197
H -2.1854 -0.3800 -3.6643 0.3 -0.1 0.4 0.092
C -6.2646 -3.2991 2.2753 0.2 -0.1 -0.1 -0.449
N -7.0282 -4.5721 2.1416 0.3 -0.2 0.1 0.916
O -6.4742 -5.5988 2.4777 -0.1 0.1 -0.1 -0.534
O -8.1712 -4.4987 1.7374 0.0 0.1 -0.1 -0.575
H -6.5013 -2.6960 1.4046 -0.1 0.2 0.2 0.175
H -5.2006 -3.5056 2.3386 0.0 -0.2 0.0 0.197
H -6.6049 -2.8590 3.2087 -0.1 0.2 -0.1 0.276
C 3.1415 1.9731 -0.8970 -0.9 -0.5 0.1 -0.390
N 4.5753 2.1912 -1.1922 0.1 -0.4 0.1 1.032
O 4.8693 2.7254 -2.2433 -0.1 0.2 0.3 -0.598
O 5.3699 1.6885 -0.4191 -0.1 0.3 0.0 -0.590
H 2.4745 2.7560 -1.2457 0.4 0.2 -0.3 0.311
H 2.9484 1.8014 0.1590 0.5 0.1 0.1 0.280
H 2.9097 1.0389 -1.4110 0.0 0.1 -0.1 -0.083
C -1.1073 -5.0357 -0.4370 0.5 0.6 -0.6 -0.586
N -1.0076 -5.3599 1.0035 0.1 -0.1 0.1 1.107
O -2.0121 -5.7839 1.5365 0.0 0.0 0.0 -0.609
O 0.0593 -5.1905 1.5566 -0.1 0.0 0.0 -0.559
H -1.3608 -5.9326 -0.9913 -0.3 0.0 0.2 0.389
H -0.1594 -4.6523 -0.8064 0.1 -0.1 0.3 0.216
H -1.8190 -4.2233 -0.5441 -0.3 -0.3 0.0 0.070
C -2.0368 2.3825 -1.6942 -0.4 0.1 0.6 -0.597
N -0.8094 3.1422 -2.0413 -0.4 0.0 -0.9 1.119
O -0.0496 3.4519 -1.1558 0.1 -0.1 0.1 -0.575
O -0.6660 3.4047 -3.2247 0.1 0.0 0.3 -0.620
H -1.8571 1.3267 -1.8737 0.3 0.0 0.1 0.015
H -2.8696 2.7229 -2.3004 0.2 0.2 -0.2 0.333
H -2.2322 2.5724 -0.6414 0.0 -0.2 0.0 0.314
C -3.8403 -1.3191 -1.1943 -0.4 -1.0 0.9 -0.212
N -4.8128 -0.7964 -0.1755 0.0 0.1 -0.6 0.949
O -5.9873 -0.7560 -0.4930 0.0 0.0 0.1 -0.606
O -4.3627 -0.4487 0.8906 0.0 0.1 0.1 -0.492
H -4.3789 -2.0406 -1.8004 -0.1 0.3 -0.3 0.305
H -3.1168 -1.8715 -0.5990 0.4 0.4 -0.2 -0.134
H -3.4264 -0.4916 -1.7512 0.1 0.1 0.0 0.108
C 2.3313 2.0664 -4.3036 -0.3 0.2 1.2 -0.501
O 2.1214 1.9817 -5.7062 -0.2 -0.4 -0.3 -0.295
C 3.1837 1.9272 -6.4971 0.3 0.4 0.4 0.719
O 4.3208 2.1698 -6.1859 -0.1 -0.2 -0.1 -0.562
O 2.7648 1.6207 -7.7314 -0.4 0.1 -0.1 -0.335
C 3.7403 1.7740 -8.7397 1.0 0.3 -0.5 -0.684
H 2.3195 1.0913 -3.8151 0.2 -0.2 -0.5 0.224
H 1.4639 2.5768 -3.8886 0.0 0.2 -0.2 0.107
H 3.2299 2.5953 -4.0003 0.1 0.1 -0.4 0.483
H 4.4714 0.9655 -8.7101 -0.1 -0.1 0.0 0.280
H 4.2960 2.7105 -8.6443 -0.1 -0.1 0.3 0.315
H 3.2795 1.8146 -9.7242 -0.5 -0.3 0.2 0.244
C 4.1897 -1.7500 1.5229 0.2 0.6 0.1 -0.178
O 4.3416 -2.0310 2.9224 0.1 -0.3 0.3 -0.398
C 3.8677 -1.2108 3.8562 -0.2 0.1 -0.6 0.702
O 4.1345 -1.3263 5.0172 0.0 0.0 0.2 -0.591
O 3.0607 -0.2790 3.3140 0.0 -0.2 -0.2 -0.210
C 2.4158 0.6089 4.1993 -0.1 0.6 1.4 -0.794
H 4.3178 -2.6871 0.9951 0.0 0.0 0.0 0.239
H 4.9706 -1.0337 1.2612 0.0 -0.1 -0.3 0.323
H 3.2309 -1.3082 1.2888 -0.1 -0.2 0.1 -0.051
H 1.4167 0.8660 3.8594 0.1 -0.2 -0.5 0.178
H 3.0053 1.5193 4.3446 0.0 0.0 -0.3 0.331
H 2.3130 0.1854 5.2025 0.1 -0.3 -0.2 0.418
C -1.6959 2.4479 5.9249 -0.4 -0.5 -0.3 -0.484
O -0.7247 3.3093 6.5086 0.4 0.1 0.1 -0.344
C 0.0183 4.0525 5.6932 -0.1 -0.5 -0.2 0.873
O -0.0743 4.0946 4.4954 0.0 0.2 0.0 -0.575
O 0.9067 4.7008 6.4458 -0.1 0.2 0.3 -0.328
C 1.7939 5.5874 5.7746 -0.2 0.0 -0.8 -0.661
H -1.4347 2.0038 4.9637 0.4 0.4 0.0 0.181
H -2.6266 3.0006 5.8021 -0.1 -0.1 0.1 0.304
H -1.7953 1.6099 6.6104 -0.2 0.2 0.2 0.227
H 2.7190 5.0614 5.5425 0.1 0.1 0.3 0.264
H 1.9326 6.4608 6.4022 0.2 -0.1 0.2 0.235
H 1.3680 5.9044 4.8198 -0.1 0.0 0.1 0.323
```
Forces are in eV/Å.

Results
Calculated total energy: -3280.74116 Ha
Charge: -1
HOMO-LUMO gap: 0.3589 Ha


Q: Which value of calculated total energy does entry 3 give?
A: -3280.74116 Ha